ORCA calculation (the ωB97M-V functional and the def2-TZVPD basis) on a molecular structure, C24H30N2P2Tl.

Positions of all 59 atoms, in Å:
C 3.59 -3.21 1.36
C 2.79 -2.73 0.33
C 1.37 -3.01 0.39
C 0.79 -3.23 1.66
C 1.63 -3.47 2.76
C 3.01 -3.57 2.59
C -0.69 -3.10 1.81
C -1.43 -3.23 0.52
C -0.72 -3.08 -0.70
C -1.47 -3.00 -1.92
C -2.80 -3.39 -1.93
C -3.49 -3.58 -0.72
C -2.82 -3.42 0.49
H 4.67 -3.23 1.23
H 1.16 -3.65 3.74
H 3.64 -3.91 3.41
H -1.08 -3.78 2.57
H -3.32 -3.49 -2.89
H -4.55 -3.85 -0.74
H -3.36 -3.50 1.44
N 0.63 -2.91 -0.75
Tl -0.87 -0.18 3.19
C 3.27 -1.78 -0.73
H 3.05 -2.17 -1.73
H 4.34 -1.57 -0.63
C -0.78 -2.38 -3.12
H 0.23 -2.79 -3.25
H -1.36 -2.50 -4.04
P 2.32 -0.17 -0.59
P -0.56 -0.59 -2.80
C -2.10 0.09 -2.19
H -1.93 1.09 -1.79
H -2.82 0.14 -3.02
H -2.51 -0.55 -1.40
C 0.02 0.33 -4.22
H -0.83 0.59 -4.86
H 0.51 1.24 -3.85
H 0.75 -0.27 -4.79
C 2.24 0.06 1.23
H 3.25 0.22 1.63
H 1.60 0.92 1.48
H 1.82 -0.85 1.70
C 3.61 1.06 -0.98
H 3.19 2.06 -0.83
H 4.49 0.92 -0.33
H 3.90 0.96 -2.04
H -0.93 -1.95 2.31
H 0.40 -0.48 -1.75
C 0.44 4.71 1.20
C 0.43 4.38 2.56
C -0.03 3.12 2.95
N -0.43 2.20 2.04
C -0.44 2.52 0.73
C -0.01 3.77 0.27
H 0.79 5.69 0.87
H 0.77 5.07 3.34
H -0.09 2.82 4.00
H -0.79 1.74 0.04
H -0.04 3.97 -0.79

## Properties
Maximum force, hartree/bohr: 0.05240
Orbital gap, Ha: 0.18428
Energy relative to the best compared isomer or geometry (same formula, charge and spin), eV: 0.224
E, a.u.: -1896.964230
HOMO energy, eV: -8.4
Total charge: +1
LUMO level, eV: -3.4

Let us look at the Mulliken charges, expressed in e, one per atom: -0.829 0.181 0.164 0.286 -0.526 -0.755 0.343 0.459 0.317 -0.012 -0.712 -0.776 -0.832 0.436 0.414 0.389 0.667 0.394 0.389 0.437 -0.338 0.780 -1.121 0.327 0.538 -0.997 0.399 0.532 0.951 1.327 -1.295 0.472 0.435 0.309 -1.193 0.420 0.368 0.407 -0.285 0.363 0.042 -0.305 -1.366 0.358 0.448 0.380 -0.712 -0.650 -0.377 -0.635 -0.002 -0.235 -0.263 -0.417 0.402 0.394 0.289 0.405 0.411